Record 1
Here is a 2-piece molecular cluster, C39H47N4 overall at a distorted geometry from OMol25. Energies are from ωB97M-V/def2-TZVPD.

Geometry as XYZ:
```
90
Properties=species:S:1:pos:R:3:forces:R:3
C -0.7991 -3.0933 7.1411 -0.20 -0.02 0.21
C 0.0483 -2.7301 5.9619 0.18 0.04 -0.39
C 0.4852 -3.7210 5.0768 0.07 0.29 -0.02
C 1.3052 -3.4172 3.9904 -0.36 0.25 0.14
C 1.7859 -4.5298 3.1111 -0.16 -0.59 -0.22
C 1.6719 -2.0788 3.7743 0.47 -0.38 0.71
N 2.6808 -1.8226 2.7996 -0.33 0.56 -0.18
C 2.6845 -0.8418 1.8313 -0.49 0.76 -0.71
C 1.6915 0.0064 1.3625 1.84 -1.62 1.44
N 3.9562 -0.8614 1.2879 0.01 0.00 -0.09
C 4.4532 0.1247 0.3898 -0.10 0.15 -0.12
C 5.2128 1.1802 0.9008 -0.28 0.26 -0.35
C 5.6371 1.2070 2.3368 0.23 0.33 0.39
C 5.5005 2.2492 0.0474 -0.07 -0.41 0.05
C 5.0587 2.2514 -1.2792 -0.07 -0.22 0.22
C 5.3266 3.4469 -2.1363 0.08 0.22 -0.23
C 4.3661 1.1436 -1.7793 0.07 0.00 0.30
C 4.0725 0.0557 -0.9505 0.18 0.34 0.07
C 3.3456 -1.1482 -1.4615 -0.25 -0.27 -0.42
C 4.7116 -1.8180 1.9199 0.33 -0.71 0.45
C 3.9376 -2.4116 2.8408 0.69 -0.20 0.09
C 1.3138 -1.0808 4.6902 -0.19 -0.23 0.01
C 1.9067 0.2914 4.6259 -0.13 0.60 0.26
C 0.4489 -1.4118 5.7412 0.07 -0.22 -0.21
H -1.2644 -2.1986 7.5618 -0.02 -0.16 0.02
H -1.5838 -3.8018 6.8553 0.09 0.13 0.09
H -0.2014 -3.5649 7.9320 -0.09 0.09 -0.17
H 0.1864 -4.7601 5.2382 0.09 0.29 -0.02
H 1.8103 -4.2589 2.0499 0.09 0.05 0.20
H 2.7819 -4.8989 3.3982 -0.26 0.17 -0.12
H 1.1004 -5.3785 3.2231 0.17 0.11 -0.09
H 2.0262 0.5642 0.4912 -0.52 -0.08 0.52
H 0.7577 0.0015 1.9162 0.35 0.11 -0.60
H 6.2300 2.1128 2.5098 -0.09 -0.21 0.06
H 4.7790 1.2470 3.0254 0.16 -0.15 -0.24
H 6.2600 0.3452 2.6141 -0.24 0.20 -0.09
H 6.0596 3.1029 0.4421 -0.16 -0.25 -0.19
H 4.9309 3.2907 -3.1416 0.08 0.12 0.05
H 4.8601 4.3445 -1.7128 0.07 -0.14 -0.10
H 6.4025 3.6419 -2.2097 -0.17 -0.01 -0.04
H 4.0241 1.1296 -2.8191 0.21 0.02 0.31
H 3.2060 -1.0523 -2.5449 0.02 -0.10 0.16
H 3.8915 -2.0840 -1.2716 -0.09 0.31 0.01
H 2.3519 -1.2472 -1.0072 0.35 -0.08 0.05
H 5.7407 -2.0003 1.6605 -0.06 -0.01 -0.02
H 4.1695 -3.2004 3.5337 0.00 0.10 -0.01
H 1.5319 0.8741 5.4769 0.14 -0.07 -0.19
H 3.0063 0.2848 4.7005 -0.32 -0.15 -0.14
H 1.6307 0.8213 3.7071 0.19 -0.08 0.18
H 0.1113 -0.6231 6.4200 0.20 -0.26 -0.15
C -3.1125 -4.2905 0.1865 -0.24 0.13 0.13
N -2.0249 -3.7438 -0.6006 0.09 0.17 0.03
C -1.5665 -4.5690 -1.6992 0.13 0.02 -0.28
C -1.6297 -2.4460 -0.4590 0.07 -0.25 0.28
C -0.5846 -1.8980 -1.2549 -0.04 0.13 -0.12
C -0.0871 -0.6373 -0.9970 0.02 0.07 0.54
C -0.6266 0.1681 0.0410 -0.46 -0.39 -0.22
C -0.1570 1.4919 0.3693 -2.29 2.45 -1.80
C -1.0630 2.5876 0.1597 0.13 -0.68 0.39
C -0.8215 3.8880 0.7069 -0.26 0.30 -0.33
C -1.7010 4.9321 0.5043 0.43 -0.15 0.33
C -2.8709 4.7780 -0.3031 -0.43 0.30 0.07
N -3.7630 5.7971 -0.4737 0.68 -0.71 0.10
C -4.9621 5.6383 -1.2734 -0.31 -0.28 -0.24
C -3.7064 7.0114 0.3153 0.19 0.35 0.30
C -3.0740 3.5082 -0.9184 0.09 -0.37 -0.07
C -2.2197 2.4535 -0.6773 -0.37 0.27 0.15
C -1.7678 -0.3362 0.7317 0.17 0.52 -0.43
C -2.2328 -1.6157 0.5244 0.04 -0.03 -0.05
H -2.9790 -4.0661 1.2519 0.01 -0.14 -0.21
H -4.0881 -3.8888 -0.1294 0.14 -0.12 0.08
H -3.1195 -5.3758 0.0494 -0.07 0.28 0.14
H -0.4857 -4.4669 -1.8436 -0.22 -0.16 0.07
H -1.7987 -5.6118 -1.4617 0.18 0.24 -0.15
H -2.0675 -4.3062 -2.6444 0.11 -0.08 0.15
H -0.1561 -2.4876 -2.0664 -0.16 0.32 0.24
H 0.7014 -0.2165 -1.6260 -0.25 -0.24 0.26
H 0.8445 1.8476 0.5861 -0.17 -0.59 0.01
H 0.0841 4.0442 1.2983 -0.33 0.00 -0.09
H -1.5027 5.8941 0.9770 0.01 -0.39 -0.15
H -4.7252 5.2321 -2.2636 -0.06 0.14 0.18
H -5.6991 4.9760 -0.7941 0.17 0.12 -0.07
H -5.4185 6.6248 -1.3950 0.08 -0.33 -0.09
H -2.6834 7.3937 0.3812 -0.26 0.03 -0.07
H -4.3333 7.7617 -0.1756 0.29 -0.09 0.18
H -4.0888 6.8626 1.3377 0.10 -0.03 -0.24
H -3.9257 3.3571 -1.5817 0.30 0.02 0.23
H -2.4206 1.4941 -1.1598 0.13 0.35 0.15
H -2.2811 0.3182 1.4417 0.29 -0.29 -0.07
H -3.0657 -1.9855 1.1242 0.30 0.20 -0.27
```
Forces are in eV/Å.

## Properties
M	571.833	Da
LUMO	-4.13	eV
orbital gap	0.160	Eh
ΔE to the lowest compared entry with this formula, charge and spin	0.4693	eV
charge	+1
2S+1	1

---

Record 2
Here is an isolated ion of composition C3H6O2S2 and charge +1 at a distorted geometry from OMol25. Energies are from ωB97M-V/def2-TZVPD.

Geometry as XYZ:
```
13
Properties=species:S:1:pos:R:3:forces:R:3
C -0.5610 -0.5033 0.6298 0.40 0.01 -0.17
C -1.7037 -0.4486 -0.3797 0.35 -2.56 1.11
O -2.7720 -0.9550 0.3913 0.61 1.66 -2.74
O -1.6174 -0.3307 -1.5739 -0.60 0.55 1.21
C 0.6925 0.3393 0.3694 -0.79 -0.22 -1.80
S 1.9077 -0.0654 -1.0842 0.00 1.84 1.72
S 3.0040 1.7223 -0.8343 -0.15 -2.52 -0.30
H -0.9836 0.0309 1.5042 0.34 -0.80 0.05
H -0.3715 -1.6245 0.8454 -0.22 1.98 -0.13
H -3.5121 -0.9169 -0.2433 -0.29 -0.40 0.43
H 1.2583 0.3300 1.2535 1.36 -0.25 0.94
H 0.4699 1.3864 0.1739 -0.35 0.04 -0.13
H 4.1889 1.0355 -1.0522 -0.66 0.67 -0.17
```
Forces are in eV/Å.

## Properties
M	138.213	Da
LUMO (spin up / spin down)	-5.46 / -8.41	eV
orbital gap (spin up / spin down)	0.333 / 0.225	Eh
ΔE to the lowest compared entry with this formula, charge and spin	0.4298	eV
charge	+1
2S+1	2

---

Record 3
Here is C50H55CdN2OP2S2Si as an isolated structure at a distorted geometry from OMol25. Energies are from ωB97M-V/def2-TZVPD.

Geometry as XYZ:
```
114
Properties=species:S:1:pos:R:3:forces:R:3
Cd 0.4723 -0.0690 1.2691 -0.74 -0.93 -1.50
S -2.1174 -1.4589 -0.4147 0.40 -0.82 -0.83
P -0.4701 -2.2671 -1.3090 0.71 1.39 3.19
C 0.7993 -1.9405 -0.1744 1.28 0.49 -0.19
P 2.5206 -2.1602 0.0635 -2.79 0.82 0.12
S 3.2676 -0.3306 0.6180 0.19 -0.77 0.69
C 2.6340 -3.5218 1.3001 1.88 -0.01 -0.13
C 2.7818 -4.8787 0.9318 -1.12 -0.12 -0.59
C 2.6556 -5.8947 1.8858 0.27 1.25 -0.04
C 2.6801 -5.5543 3.2327 -0.27 0.05 -0.77
C 2.7573 -4.2221 3.5896 0.77 0.47 0.50
C 2.7733 -3.1916 2.6395 -0.71 -0.30 0.71
C 3.7088 -2.6797 -1.1673 1.15 -0.59 -0.18
C 3.4561 -2.4788 -2.5290 0.98 -0.89 0.08
C 4.3871 -2.8246 -3.5071 0.76 0.15 0.61
C 5.6441 -3.3029 -3.0704 -1.19 0.05 -1.10
C 5.8743 -3.5363 -1.7352 -0.17 -0.12 1.02
C 4.9492 -3.2295 -0.7349 -0.57 0.77 -0.85
C -0.2518 -1.5449 -2.9550 -1.34 -0.75 -0.08
C -1.2085 -1.8643 -3.9345 0.62 0.22 -0.49
C -1.2151 -1.1804 -5.1554 -0.56 -1.22 0.21
C -0.2151 -0.2770 -5.4628 -0.28 -0.62 0.31
C 0.7727 -0.1017 -4.5336 1.49 2.20 0.02
C 0.6914 -0.6047 -3.2366 1.06 0.85 -0.66
C -0.6251 -4.0497 -1.5371 -0.59 -1.05 0.70
C -0.3536 -4.7423 -2.7103 -0.18 -0.11 -0.17
C -0.6701 -6.0926 -2.7882 0.11 -0.81 1.41
C -1.0859 -6.8782 -1.6847 0.02 0.83 -1.89
C -1.2974 -6.1763 -0.5153 0.08 -0.67 1.61
C -1.0844 -4.8130 -0.4190 -0.27 1.07 -0.51
H 2.8859 -5.1493 -0.1351 -0.29 0.21 0.63
H 2.5321 -6.9251 1.6360 0.26 -0.49 -0.48
H 2.6573 -6.3711 3.9283 -0.04 0.03 0.58
H 2.9520 -3.9849 4.6307 -0.30 0.13 0.02
H 2.8508 -2.1388 2.9598 -0.08 -0.61 -0.26
H 2.5297 -2.0968 -2.8592 -0.95 0.32 -0.02
H 4.1251 -2.6886 -4.5677 0.35 -0.07 0.57
H 6.4117 -3.5471 -3.7913 0.03 -0.08 -0.07
H 6.7763 -4.0322 -1.4398 0.61 0.04 0.08
H 5.2240 -3.3059 0.3380 -0.46 -0.16 -0.91
H -1.8661 -2.6996 -3.7231 -0.36 0.31 -0.16
H -1.9309 -1.4575 -5.9266 -0.13 0.16 0.24
H -0.2397 0.2483 -6.3934 0.23 0.15 -0.47
H 1.6177 0.6012 -4.7909 -0.95 -0.74 0.43
H 1.3965 -0.1883 -2.5181 -0.20 -0.55 0.22
H 0.0662 -4.2574 -3.6008 -0.30 -0.04 0.43
H -0.5423 -6.5996 -3.6975 0.28 -0.53 -1.28
H -1.3032 -7.9505 -1.8821 0.20 0.90 0.61
H -1.5762 -6.6970 0.4208 -0.04 0.24 -0.70
H -1.3919 -4.3003 0.5131 0.51 -0.18 -0.70
C -0.5655 1.5226 2.4041 0.21 0.68 -0.14
Si -2.3183 2.1063 2.9004 0.85 -1.86 -0.06
C -3.1243 3.4913 1.9121 -0.65 -0.62 -0.77
N -2.8500 3.1279 0.5272 0.31 0.29 -1.72
C -1.9133 3.9710 -0.2460 0.88 -0.19 0.85
C -2.3405 4.0927 -1.7036 1.14 0.90 -0.06
C -2.3072 2.7282 -2.3878 -0.87 0.46 -0.39
C -3.1572 1.7369 -1.5678 0.08 -0.14 1.15
C -3.8263 2.4222 -0.3195 0.07 -0.35 0.24
C -2.3230 2.6344 4.7255 -1.07 0.01 -0.22
C -3.4072 2.3379 5.6096 1.86 -0.16 -1.11
C -3.3916 2.8006 6.8898 -0.68 -0.07 1.72
C -2.3909 3.6692 7.3649 0.32 -0.39 -1.25
C -1.3543 3.9854 6.4855 -0.16 -0.60 0.02
C -1.3142 3.4580 5.1737 -0.45 0.29 1.69
C -3.3902 0.5284 2.8818 0.80 0.67 -0.38
C -2.7703 -0.7029 3.1361 -0.44 -0.18 0.39
C -3.5560 -1.8571 3.2968 0.62 0.28 -0.03
C -4.9342 -1.8340 3.1858 -0.06 0.43 0.27
C -5.5009 -0.5806 2.9707 -1.79 -0.34 -0.77
C -4.7659 0.5747 2.7264 -0.40 -0.93 0.77
H 0.0131 1.4152 3.3279 0.00 0.40 0.22
H -0.0263 2.2484 1.7601 -0.33 0.18 0.50
H -2.6405 4.4427 2.1168 -0.10 0.28 0.18
H -4.2326 3.5990 2.0349 0.69 0.06 0.36
H -0.9340 3.4754 -0.1790 -0.06 -0.10 -0.42
H -1.6616 4.9687 0.2257 -1.00 -0.61 -0.25
H -1.6343 4.7570 -2.2504 -0.25 -0.19 0.43
H -3.2940 4.6278 -1.7176 -0.19 -0.37 -0.30
H -1.2584 2.4220 -2.5028 -0.26 -0.12 0.22
H -2.7103 2.8696 -3.4154 0.19 -0.30 0.48
H -2.5686 0.8724 -1.2027 -0.18 0.60 -0.26
H -3.9709 1.3081 -2.1516 -0.03 0.01 -0.15
H -4.3093 1.6327 0.2961 0.32 0.43 -0.40
H -4.6440 3.0829 -0.6888 0.16 -0.04 0.24
H -4.0964 1.5730 5.3115 -0.53 -0.06 -0.14
H -4.1455 2.3599 7.5740 0.43 0.69 -0.28
H -2.3427 4.0268 8.3813 -0.20 -0.06 0.14
H -0.4973 4.5120 6.8762 0.07 0.37 -0.09
H -0.4496 3.6325 4.5765 0.50 0.21 -0.49
H -1.6689 -0.7401 3.2480 -0.88 -0.09 -0.11
H -3.0949 -2.7853 3.5533 0.48 -0.51 -0.08
H -5.5429 -2.7589 3.2936 0.50 0.91 -0.03
H -6.6026 -0.5228 2.9095 0.56 0.02 -0.03
H -5.3221 1.4769 2.4922 0.24 0.10 0.10
O 1.0037 1.8366 -0.5327 0.06 1.22 0.09
C 1.8669 2.6526 -0.8884 -0.70 -1.32 -0.41
C 1.7966 4.1245 -0.5967 0.63 0.20 1.42
C 2.0493 5.2252 -1.6009 -0.83 -0.09 -1.75
C 3.1954 5.1089 -2.6587 0.09 1.22 0.45
C 3.4902 3.7367 -3.2657 1.04 -0.50 -0.23
C 4.0170 2.8123 -2.1325 1.11 0.83 -0.68
N 2.9718 2.1634 -1.4697 -0.32 -2.82 0.22
H 2.6098 4.2274 0.1377 -0.12 -0.06 0.29
H 0.8593 4.3005 -0.0476 0.38 -0.03 -0.30
H 2.2374 6.1652 -1.0821 -0.14 -0.06 0.23
H 1.0845 5.3818 -2.1446 0.69 -0.09 0.14
H 4.1556 5.4416 -2.1783 -0.73 -0.35 -0.25
H 2.9586 5.9576 -3.3486 0.30 -0.99 -0.07
H 4.3594 3.7660 -3.9617 -0.68 0.57 0.11
H 2.6706 3.2187 -3.8271 0.42 0.59 0.67
H 4.5771 3.3943 -1.3697 0.18 0.09 -0.67
H 4.7355 2.0539 -2.5579 -0.90 0.63 0.54
H 3.0910 1.1311 -1.3668 -0.56 1.06 0.17
```
Forces are in eV/Å.

## Properties
M	966.583	Da
LUMO	2.37	eV
orbital gap	0.224	Eh
ΔE to the lowest compared entry with this formula, charge and spin	0.0321	eV
charge	-1
2S+1	1